[1]
A 3-piece molecular cluster, C21H52BBrN3 overall. Source: OMol25; level of theory: ωB97M-V/def2-TZVPD.

```
78
Properties=species:S:1:pos:R:3:forces:R:3
C -2.01423 -0.83356 -0.10654 0.0 0.0 0.0
C -0.94681 0.24372 -0.28742 0.0 0.0 0.0
C 0.11838 -0.06047 -1.38941 0.0 0.0 0.0
N -0.08817 -1.28717 -2.13609 0.0 0.1 0.0
B 0.84064 -2.50100 -1.79942 -0.1 0.1 0.1
C 2.34924 -2.34268 -2.47083 0.0 0.1 0.0
C 3.37630 -1.42673 -1.78104 0.0 0.0 0.0
C 3.51000 -1.64835 -0.27076 0.0 0.0 0.0
C 0.13972 -3.88172 -2.36170 0.0 0.0 -0.1
C -0.81255 -4.62555 -1.42133 -0.1 0.0 0.0
C -0.14329 -5.08951 -0.12965 0.1 0.0 0.0
Br -0.61876 -4.03536 1.45636 -0.1 -0.1 0.1
H -1.58339 -1.81528 -0.28862 0.0 0.0 0.1
H -2.42874 -0.80917 0.90545 0.0 0.0 0.0
H -2.84014 -0.71059 -0.81088 0.0 0.0 0.0
H -0.43541 0.39774 0.66750 0.0 0.0 -0.1
H -1.43450 1.19897 -0.51981 0.0 0.0 0.1
H 0.13469 0.79114 -2.08030 0.0 0.0 0.0
H 1.09922 -0.05706 -0.89593 0.0 0.0 0.0
H -0.06187 -1.07685 -3.12707 0.0 0.0 0.0
H 0.91891 -2.52955 -0.56865 0.1 -0.1 0.0
H 2.19976 -1.95135 -3.49217 0.1 -0.1 0.0
H 2.81879 -3.32899 -2.61181 0.0 0.0 0.1
H 3.11161 -0.37972 -1.97083 0.0 0.0 0.1
H 4.36988 -1.56038 -2.23015 0.0 0.0 -0.1
H 4.50011 -1.35225 0.09200 0.0 0.0 0.0
H 3.35087 -2.70022 -0.02210 0.1 0.0 0.0
H 2.76307 -1.08840 0.29422 0.0 0.0 0.0
H -0.43460 -3.64172 -3.26975 0.1 0.0 0.0
H 0.90859 -4.60166 -2.68342 0.0 0.0 0.0
H -1.20441 -5.52971 -1.90837 0.0 0.0 0.0
H -1.68558 -4.01338 -1.18128 0.0 0.1 0.0
H -0.42358 -6.09818 0.16143 0.0 0.0 -0.1
H 0.93865 -5.00829 -0.20093 0.0 0.0 0.0
C -1.14317 6.92230 -4.87116 0.0 0.0 0.0
C -1.12730 5.40160 -4.83853 0.0 0.0 0.0
N -0.37619 4.86728 -3.71886 0.0 0.0 0.0
C -0.09216 3.44188 -3.83474 0.0 0.0 0.0
C -1.27553 2.47242 -3.82735 0.0 -0.1 0.0
C -0.79477 5.32344 -2.40122 0.0 0.0 0.0
C -2.25718 5.09727 -1.99797 0.0 0.0 0.0
H -0.12620 7.31644 -4.83802 0.0 0.0 0.0
H -1.62172 7.26977 -5.78824 0.0 0.0 0.0
H -1.69942 7.34281 -4.03219 0.0 0.0 0.0
H -0.64130 5.03101 -5.74592 0.0 0.0 0.0
H -2.16629 5.03573 -4.88079 0.0 0.0 0.0
H 0.58922 3.17668 -3.02252 0.0 0.0 0.0
H 0.47031 3.30370 -4.76335 0.0 0.0 0.0
H -1.71686 2.37431 -2.83659 0.0 0.0 0.0
H -0.93384 1.47806 -4.11896 0.0 0.0 0.0
H -2.05675 2.77407 -4.52787 0.0 0.0 0.0
H -0.58014 6.39314 -2.33086 0.0 0.0 0.0
H -0.13814 4.83742 -1.67604 0.0 0.0 0.0
H -2.94088 5.38617 -2.79886 0.0 0.0 0.0
H -2.49748 5.70792 -1.12518 0.0 0.0 0.0
H -2.46109 4.05913 -1.74299 0.0 0.0 0.0
C 0.87674 -0.69694 3.07387 0.0 0.0 0.0
C 1.08171 -0.68603 4.58010 0.0 0.0 0.0
N -0.16277 -0.75924 5.33241 0.0 -0.1 0.0
C -0.01470 -0.44058 6.73844 0.0 0.0 0.0
C 0.83688 -1.37705 7.60676 0.0 0.0 0.0
C -1.02928 -1.88840 5.02111 0.0 0.0 0.0
C -0.46597 -3.30119 5.21943 0.0 0.0 -0.1
H 0.18055 0.08791 2.77337 0.0 0.0 0.0
H 1.82792 -0.52561 2.56823 0.0 0.0 0.0
H 0.49541 -1.64911 2.70623 0.0 0.0 0.0
H 1.56001 0.25539 4.86996 0.0 0.0 0.0
H 1.79253 -1.48445 4.84902 0.0 0.0 0.0
H -1.01856 -0.37019 7.16874 0.0 0.0 0.0
H 0.41694 0.56432 6.79487 0.0 0.0 0.0
H 0.33461 -2.32374 7.80107 0.0 0.0 0.0
H 1.04188 -0.90417 8.57012 0.0 0.0 0.0
H 1.79548 -1.59496 7.13383 0.0 0.0 0.0
H -1.34009 -1.78888 3.97916 0.0 0.0 0.0
H -1.93786 -1.76781 5.61827 0.0 0.0 0.0
H 0.54572 -3.38184 4.81837 0.0 0.0 0.0
H -1.07813 -4.01793 4.66928 0.0 0.0 0.0
H -0.44454 -3.60876 6.26489 0.0 0.0 0.0
```
Positions in Å, forces in eV/Å.

The value obtained for the total energy is -97810.5955 eV. Its charge is -1. Its largest force on an atom is 0.0033 Eh/bohr.

Atomic partial charges in e from the Löwdin method, atoms 1 to 6: C -0.13; C -0.22; C -0.26; N -0.02; B -0.67; C -0.18

---

[2]
A 3-piece molecular cluster, C21H52F3N6O5P2S overall in a non-equilibrium geometry. Source: OMol25; level of theory: ωB97M-V/def2-TZVPD.

```
90
Properties=species:S:1:pos:R:3:forces:R:3
C 4.59915 3.87587 1.92913 0.1 -0.1 -0.5
C 4.23862 3.13980 0.60811 -0.4 0.7 1.1
C 3.35420 1.92733 0.91412 -0.1 -0.1 -0.7
C 2.49404 1.48922 -0.27588 1.3 -0.2 -0.1
O 1.18020 0.97120 0.09560 0.0 0.7 0.3
S 0.04660 2.04550 0.43637 -0.7 -0.5 -0.4
C 0.67419 3.72685 0.56726 -0.2 1.0 0.7
C -0.40431 4.71115 0.05965 0.6 -0.5 -0.3
C 0.20097 6.08953 -0.19063 -0.3 0.4 -0.2
F 0.24473 6.36743 -1.49562 0.2 -0.2 -0.2
F -0.53877 7.04098 0.37741 -0.1 0.0 0.3
F 1.45183 6.20714 0.28263 0.2 -0.1 0.2
C -0.42692 1.59266 2.12928 0.4 0.1 -0.1
C -1.74797 2.22687 2.57702 -1.8 -1.0 0.8
O -2.68451 1.50532 2.80942 1.1 0.9 -0.6
O -1.86091 3.56861 2.74789 0.8 -0.6 -0.1
H 5.64104 3.70950 2.17951 0.0 0.0 0.3
H 3.96752 3.55214 2.75236 0.1 -0.2 0.1
H 4.43333 4.94529 1.83655 0.2 0.1 -0.1
H 3.72933 3.87929 -0.01262 -0.1 -0.2 -0.3
H 5.14996 2.86052 0.09267 0.0 -0.2 -0.2
H 4.01594 1.10207 1.16363 -0.1 -0.2 0.3
H 2.71467 2.10675 1.77925 0.0 0.2 0.1
H 3.00024 0.66746 -0.76918 -0.5 -0.3 -0.3
H 2.38929 2.25669 -1.03883 -0.2 0.1 0.0
H 0.90428 3.94591 1.60860 0.3 -0.2 0.1
H 1.57500 3.92842 -0.00301 0.2 -0.7 -0.1
H -0.72792 4.34695 -0.91136 -0.5 0.1 0.0
H -1.23068 4.83160 0.74838 -0.2 -0.2 -0.1
H -0.61360 0.52432 2.06026 -0.1 -0.1 -0.1
H 0.39928 1.70998 2.83134 0.1 0.4 0.0
H -0.98585 3.92001 2.95712 0.0 0.4 0.0
O 2.47601 0.18456 -3.47068 -2.5 -0.6 2.2
P 1.34399 -0.06589 -4.44850 2.9 0.6 -5.5
N 1.97467 -1.39736 -5.33256 -0.2 -0.2 -0.5
C 3.14126 -1.27974 -6.19487 0.2 0.4 0.0
C 2.04397 -2.60775 -4.51471 -0.4 0.1 0.4
N 1.39622 1.49905 -5.23567 -0.3 0.8 0.3
C 2.11756 1.75466 -6.46786 0.0 -0.3 -0.3
C 1.60547 2.61311 -4.31680 0.3 -0.2 0.2
N -0.22670 -0.34889 -5.06877 -0.7 -0.2 3.3
C -0.57403 -0.95111 -6.34025 0.3 -0.7 -0.2
C -1.29110 0.46385 -4.49245 0.0 0.2 -0.1
H 3.34565 -2.24022 -6.66879 -0.1 -0.1 0.2
H 4.04340 -0.95614 -5.66106 0.0 0.0 0.0
H 2.95689 -0.59845 -7.02223 0.0 0.1 0.1
H 1.04217 -2.88631 -4.17154 0.0 0.0 0.1
H 2.68352 -2.47365 -3.63396 0.0 -0.1 0.0
H 2.42659 -3.44758 -5.09231 0.0 0.1 -0.2
H 3.19976 1.59802 -6.36111 0.0 0.1 -0.1
H 1.95914 2.78729 -6.78483 -0.1 0.0 0.2
H 1.74428 1.14272 -7.28919 0.1 -0.1 0.1
H 2.66526 2.74550 -4.05252 0.0 0.0 0.1
H 1.04529 2.46030 -3.38914 0.0 0.0 0.0
H 1.23980 3.53988 -4.76430 0.0 -0.1 -0.1
H -0.16497 -0.39497 -7.18873 0.1 0.0 0.1
H -1.65931 -0.97406 -6.45524 0.0 0.2 0.2
H -0.24760 -1.98521 -6.40727 0.2 0.0 0.0
H -1.47770 1.36129 -5.09350 0.0 0.0 0.0
H -1.02886 0.78153 -3.47985 0.0 0.0 0.0
H -2.21968 -0.10402 -4.40900 0.0 0.0 0.0
O -1.99739 -3.82932 2.16808 2.9 1.5 0.7
P -2.15578 -3.55714 3.64657 -5.6 -2.5 1.0
N -2.34299 -5.15442 4.25523 -0.2 -0.2 0.6
C -3.50664 -5.97238 3.94887 -0.3 0.2 -0.3
C -1.10845 -5.92809 4.13813 0.4 0.4 -0.1
N -3.60116 -2.57484 3.53476 -0.1 0.8 -0.2
C -4.94318 -3.09116 3.71912 0.0 -0.3 0.3
C -3.59406 -1.64976 2.40490 0.1 -0.3 -0.3
N -1.84889 -2.95294 5.22675 2.9 1.0 -1.4
C -2.33956 -3.48547 6.48055 0.1 -0.7 0.2
C -1.43924 -1.55851 5.30131 -0.2 0.1 0.0
H -3.42346 -6.93419 4.45630 0.2 0.0 -0.1
H -3.63632 -6.15529 2.87515 0.0 -0.1 0.0
H -4.41835 -5.53007 4.34462 0.0 0.1 -0.1
H -0.30988 -5.44911 4.71483 0.0 0.0 -0.1
H -0.77495 -6.01579 3.09727 0.0 -0.1 0.0
H -1.23591 -6.93054 4.54411 -0.2 0.0 0.1
H -5.21051 -3.84503 2.96566 -0.1 0.0 0.0
H -5.66793 -2.27753 3.64895 0.1 0.1 -0.1
H -5.08174 -3.51306 4.71540 0.1 -0.1 0.0
H -3.88901 -2.13898 1.46677 0.1 0.1 0.0
H -2.60018 -1.22248 2.26014 0.0 0.0 0.0
H -4.27491 -0.81798 2.59393 0.0 -0.1 0.1
H -3.43254 -3.50423 6.52608 0.0 0.0 -0.1
H -1.98788 -2.86782 7.30980 0.1 0.2 -0.2
H -1.96253 -4.48573 6.67591 -0.1 -0.1 -0.1
H -2.29692 -0.89717 5.47524 0.0 0.0 0.0
H -0.95657 -1.24970 4.36904 -0.1 0.0 0.0
H -0.70706 -1.40397 6.09782 0.0 0.0 0.0
```
Positions in Å, forces in eV/Å.

The value obtained for the total energy is -79352.9810 eV. Its charge is +1. Its largest force on an atom is 0.1220 Eh/bohr.

Atomic partial charges in e from the Löwdin method, atoms 1 to 6: C -0.08; C -0.22; C -0.18; C -0.20; O -0.34; S 1.23

---

Ordered frontier orbital gap results: 6.33; 6.10; unit eV.
Ordered HOMO results: -3.7; -9.8; unit eV.